Molecular formula: C7H14NO5S
Method: DFT, ωB97M-V with the def2-TZVPD basis set

Positions of all 28 atoms, in Å:
C -1.1076 -1.5721 -0.2599
C 1.8312 -0.7625 -0.3528
C 0.7938 -1.4110 1.9121
C -1.7881 0.6995 -1.9450
C -0.3093 2.0836 -0.7544
C 0.8868 -0.3894 0.8012
C -0.7771 -0.2014 0.1202
N -0.6457 0.7456 -1.0417
O -1.9861 -2.2267 0.4891
O -2.1671 -0.7449 2.3472
O -0.5992 -2.1421 -1.2771
O -0.8754 1.2362 2.3789
O -2.8810 1.1969 0.9925
S -1.7581 0.5093 1.5556
H 1.1362 -1.3458 -0.9515
H 2.6893 -1.2780 -0.0991
H 1.9516 0.2196 -0.7970
H 0.5074 -2.4047 1.6261
H 0.0449 -1.1094 2.7051
H 1.7006 -1.4014 2.5560
H -2.1477 -0.4433 -1.9946
H -2.6610 1.1980 -1.4665
H -1.5828 0.8894 -2.9792
H -1.2192 2.7666 -0.7042
H 0.1998 2.0881 0.2943
H 0.4114 2.7612 -1.3799
H 1.1009 0.5906 1.2196
H -2.2417 -1.4793 1.3972

Its HOMO energy is -5.222 eV. Its LUMO energy is 3.54 eV. For the orbital gap, the calculation gives 8.764 eV. As for the charge: -1.